1.
Below is C21H33F5NbO20P2 as an isolated structure at a distorted geometry, with properties calculated with the ωB97M-V functional and the def2-TZVPD basis.

Geometry as XYZ:
```
82
Properties=species:S:1:pos:R:3
C -4.3049 -1.1055 4.6922
C -2.8403 -1.6979 4.3847
C -2.5253 -1.2792 2.8587
O -3.0781 -1.9776 1.9858
O -1.6361 -0.2115 2.6176
C -2.2994 0.9406 2.0201
C -1.4290 1.6930 0.8932
Nb -0.7546 0.3043 -0.7869
C 1.1760 -0.0224 0.3654
P -0.1597 -1.4505 -2.5801
P 1.7812 -1.0725 -3.4820
O 1.5262 -0.6660 -4.9608
O 2.6164 -2.5795 -3.4984
O 2.6637 0.1584 -2.7270
H -5.0352 -1.6396 3.9860
H -4.6156 -1.2639 5.7715
H -4.3164 0.0036 4.3933
H -2.9446 -2.8368 4.4208
H -2.0325 -1.3238 5.0879
H -2.5897 1.6889 2.8492
H -3.2443 0.5739 1.5101
H -2.1209 2.4652 0.3966
H -0.5721 2.3101 1.3499
H -0.0137 1.6585 -1.7447
H -2.3274 0.6188 -1.6530
H -1.5381 -1.0663 0.1471
H 0.8752 -0.4548 1.3918
H 1.6307 1.0094 0.6067
H 1.9549 -0.6772 -0.1409
H -1.1610 -1.2748 -3.5860
H 1.9764 -3.2499 -3.8351
H 3.3187 0.4373 -3.4149
C 4.4615 4.2492 -4.9515
C 5.3538 4.5551 -3.7903
O 5.3757 3.3373 -3.0734
C 5.1879 2.3631 -4.0051
O 5.4117 1.2027 -3.8187
O 4.7215 2.8703 -5.1774
F 4.8144 5.5132 -2.9990
H 3.4024 4.3856 -4.7164
H 4.7048 4.8442 -5.8325
H 6.3738 4.8364 -4.0680
C 8.5745 0.2981 -4.6824
C 8.4434 0.7605 -6.0982
O 9.7293 0.5183 -6.6353
C 10.2248 -0.5401 -5.9331
O 11.1638 -1.1927 -6.2772
O 9.5126 -0.7657 -4.7949
F 8.1946 2.0936 -6.1560
H 8.9798 1.0703 -4.0224
H 7.6282 -0.0539 -4.2704
H 7.6932 0.2189 -6.6809
C -4.0905 5.5736 2.6014
C -5.5437 5.2289 2.7019
O -5.7328 4.3186 1.6394
C -4.5290 3.6967 1.4723
O -4.3745 2.6891 0.8569
O -3.5256 4.3689 2.1049
F -6.3210 6.3190 2.4811
H -3.8984 6.3842 1.8928
H -3.6576 5.8412 3.5662
H -5.8297 4.7562 3.6460
C -4.1433 -3.6011 -1.5260
C -4.1342 -2.9467 -2.8709
O -4.0346 -4.0417 -3.7626
C -4.6330 -5.0857 -3.1255
O -4.9774 -6.0950 -3.6673
O -4.7987 -4.8372 -1.7974
F -3.0432 -2.1658 -3.0206
H -3.1372 -3.7977 -1.1466
H -4.6902 -3.0204 -0.7828
H -5.0358 -2.3702 -3.0973
C -0.8931 -3.6604 7.7846
C -1.5820 -4.5177 8.7991
O -2.9356 -4.1342 8.6779
C -3.0884 -3.7373 7.3824
O -4.1440 -3.6013 6.8441
O -1.8863 -3.5226 6.7767
F -1.1602 -4.2244 10.0539
H -0.6323 -2.6727 8.1746
H 0.0074 -4.1288 7.3859
H -1.4871 -5.5924 8.6191
```

## Properties
Lowest unoccupied orbital energy (eV): 1.9
Kohn-Sham gap (eV): 6.4
Total charge: -1

=====

2.
Below is a 3-piece molecular cluster, C21H33N2O2 overall at a distorted geometry, with properties calculated with the ωB97M-V functional and the def2-TZVPD basis.

Geometry as XYZ:
```
58
Properties=species:S:1:pos:R:3
O -3.9156 -3.6891 -0.9777
C -4.0139 -2.8074 -1.9966
O -5.2326 -2.7127 -2.8510
C -2.7915 -1.7545 -2.3747
C -2.8301 -0.7916 -3.7029
C -1.5311 0.1678 -3.9844
C -0.2049 0.2549 -2.9903
N 0.8982 1.1863 -3.4058
C 1.9919 1.1764 -2.3748
C 1.9913 0.2885 -1.0124
N 0.9032 -0.6759 -0.6323
C -0.1999 -0.6702 -1.6525
C -1.4893 -1.6865 -1.3637
H -3.7799 -0.8189 -4.4063
H -1.5449 0.8393 -4.9671
H 2.9163 1.9001 -2.5608
H 2.9045 0.3996 -0.2615
H -1.5248 -2.4009 -0.4091
C -4.6286 0.2048 -0.3748
C -4.8543 -0.4758 0.9663
C -6.1997 -1.2004 1.0566
C -7.4355 -0.3002 0.9303
C -7.5235 0.8335 1.9539
C -7.6199 0.3391 3.3886
H -5.3734 0.9841 -0.5628
H -3.6418 0.6790 -0.3957
H -4.6732 -0.5210 -1.1923
H -4.7568 0.2582 1.7732
H -4.0539 -1.2100 1.1219
H -6.2410 -1.7466 2.0056
H -6.2459 -1.9635 0.2691
H -8.3302 -0.9298 1.0174
H -7.4703 0.1304 -0.0776
H -8.4149 1.4332 1.7313
H -6.6675 1.5098 1.8539
H -8.4989 -0.2998 3.5222
H -7.7121 1.1881 4.0737
H -6.7323 -0.2280 3.6819
C 6.4740 0.9200 -1.5526
C 6.3938 -0.0667 -0.3982
C 6.0631 0.5967 0.9411
C 7.1015 1.6086 1.4422
C 8.5196 1.0590 1.6089
C 8.6139 -0.0514 2.6433
H 7.2737 1.6519 -1.4038
H 6.6812 0.3899 -2.4881
H 5.5291 1.4589 -1.6706
H 7.3307 -0.6295 -0.3286
H 5.6111 -0.8018 -0.6237
H 5.9221 -0.1858 1.6950
H 5.0957 1.1080 0.8550
H 6.7575 2.0063 2.4055
H 7.1329 2.4661 0.7593
H 9.1759 1.8816 1.9195
H 8.9097 0.7028 0.6491
H 8.2751 0.2996 3.6234
H 9.6521 -0.3844 2.7442
H 8.0137 -0.9203 2.3605
```

## Properties
Lowest unoccupied orbital energy (eV): 1.3
Kohn-Sham gap (eV): 6.3
Total charge: -1

=====

3.
Below is a single C21H33N3O2S molecule, with properties calculated with the ωB97M-V functional and the def2-TZVPD basis.

Geometry as XYZ:
```
60
Properties=species:S:1:pos:R:3
O -0.4922 -3.0258 -2.3791
C -1.2255 -3.0532 -1.4122
N -1.0922 -3.9778 -0.4320
C -0.1752 -5.0858 -0.5291
C -0.9479 -6.4126 -0.6093
C -0.0177 -7.6313 -0.5883
C 0.0097 -7.9970 0.8946
C -1.4118 -7.6364 1.3192
O -1.7959 -6.5228 0.5320
C -2.3639 -2.0652 -1.1613
C -2.5222 -1.0857 -2.3254
C -1.3666 -0.0879 -2.3752
N -1.2693 0.6273 -1.1143
C -0.4327 1.8139 -1.1746
C -0.7505 2.7829 -0.0328
C 0.0494 4.0671 -0.2164
N 1.4694 3.7689 -0.2073
C 2.2767 4.9725 -0.1539
C 2.1289 5.6377 1.1724
C 1.9342 6.9516 1.4611
C 1.8476 7.2067 2.8497
C 1.9724 6.0791 3.5913
S 2.2029 4.6811 2.6132
C 1.8183 2.9006 -1.3138
C 1.0841 1.5710 -1.1801
C -0.9632 -0.3067 -0.0491
C -2.1408 -1.2628 0.1251
H -1.8056 -4.0767 0.2736
H 0.4788 -5.0950 0.3495
H 0.4211 -4.9356 -1.4314
H -1.5839 -6.3905 -1.5033
H 0.9653 -7.3962 -0.9889
H -0.4510 -8.4457 -1.1693
H 0.2400 -9.0446 1.0717
H 0.7339 -7.3802 1.4273
H -1.4944 -7.3549 2.3716
H -2.0984 -8.4721 1.1225
H -3.2810 -2.6597 -1.0626
H -2.5550 -1.6347 -3.2672
H -3.4589 -0.5398 -2.2008
H -1.5567 0.6354 -3.1723
H -0.4414 -0.6329 -2.6147
H -0.6987 2.3175 -2.1136
H -0.4732 2.3440 0.9251
H -1.8182 3.0023 -0.0208
H -0.1624 4.7566 0.6049
H -0.2479 4.5615 -1.1612
H 2.0190 5.6944 -0.9520
H 3.3234 4.6780 -0.2948
H 1.8558 7.7171 0.7092
H 1.6954 8.1859 3.2674
H 1.9416 5.9759 4.6577
H 2.8980 2.7280 -1.2885
H 1.5689 3.3654 -2.2869
H 1.3620 0.9145 -2.0062
H 1.3832 1.1021 -0.2422
H -0.8066 0.2452 0.8784
H -0.0546 -0.8965 -0.2643
H -3.0371 -0.6751 0.3317
H -1.9555 -1.9218 0.9750
```

## Properties
Lowest unoccupied orbital energy (eV): 0.8
Kohn-Sham gap (eV): 8.9
SMILES string: O=C(NC[C@H]1CCCO1)C1CCN(C2CCN(Cc3cccs3)CC2)CC1
Energy relative to the best compared isomer or geometry (same formula, charge and spin) (kJ/mol): 0.0

=====

Q: Kohn-Sham gap of number 2 (C21H33N2O2)?
A: 6.3 eV

=====

Repeat the third record exactly.
Below is a single C21H33N3O2S molecule, with properties calculated with the ωB97M-V functional and the def2-TZVPD basis.

Geometry as XYZ:
```
60
Properties=species:S:1:pos:R:3
O -0.4922 -3.0258 -2.3791
C -1.2255 -3.0532 -1.4122
N -1.0922 -3.9778 -0.4320
C -0.1752 -5.0858 -0.5291
C -0.9479 -6.4126 -0.6093
C -0.0177 -7.6313 -0.5883
C 0.0097 -7.9970 0.8946
C -1.4118 -7.6364 1.3192
O -1.7959 -6.5228 0.5320
C -2.3639 -2.0652 -1.1613
C -2.5222 -1.0857 -2.3254
C -1.3666 -0.0879 -2.3752
N -1.2693 0.6273 -1.1143
C -0.4327 1.8139 -1.1746
C -0.7505 2.7829 -0.0328
C 0.0494 4.0671 -0.2164
N 1.4694 3.7689 -0.2073
C 2.2767 4.9725 -0.1539
C 2.1289 5.6377 1.1724
C 1.9342 6.9516 1.4611
C 1.8476 7.2067 2.8497
C 1.9724 6.0791 3.5913
S 2.2029 4.6811 2.6132
C 1.8183 2.9006 -1.3138
C 1.0841 1.5710 -1.1801
C -0.9632 -0.3067 -0.0491
C -2.1408 -1.2628 0.1251
H -1.8056 -4.0767 0.2736
H 0.4788 -5.0950 0.3495
H 0.4211 -4.9356 -1.4314
H -1.5839 -6.3905 -1.5033
H 0.9653 -7.3962 -0.9889
H -0.4510 -8.4457 -1.1693
H 0.2400 -9.0446 1.0717
H 0.7339 -7.3802 1.4273
H -1.4944 -7.3549 2.3716
H -2.0984 -8.4721 1.1225
H -3.2810 -2.6597 -1.0626
H -2.5550 -1.6347 -3.2672
H -3.4589 -0.5398 -2.2008
H -1.5567 0.6354 -3.1723
H -0.4414 -0.6329 -2.6147
H -0.6987 2.3175 -2.1136
H -0.4732 2.3440 0.9251
H -1.8182 3.0023 -0.0208
H -0.1624 4.7566 0.6049
H -0.2479 4.5615 -1.1612
H 2.0190 5.6944 -0.9520
H 3.3234 4.6780 -0.2948
H 1.8558 7.7171 0.7092
H 1.6954 8.1859 3.2674
H 1.9416 5.9759 4.6577
H 2.8980 2.7280 -1.2885
H 1.5689 3.3654 -2.2869
H 1.3620 0.9145 -2.0062
H 1.3832 1.1021 -0.2422
H -0.8066 0.2452 0.8784
H -0.0546 -0.8965 -0.2643
H -3.0371 -0.6751 0.3317
H -1.9555 -1.9218 0.9750
```

## Properties
Lowest unoccupied orbital energy (eV): 0.8
Kohn-Sham gap (eV): 8.9
SMILES string: O=C(NC[C@H]1CCCO1)C1CCN(C2CCN(Cc3cccs3)CC2)CC1
Energy relative to the best compared isomer or geometry (same formula, charge and spin) (kJ/mol): 0.0